Molecular formula: C20H51BNO13V
Method: DFT, ωB97M-V/def2-TZVPD

Computed properties:
Total charge: -3
Orbital gap (spin up / spin down): 3.9 / 3.9 eV
Spin multiplicity: 2
LUMO (spin up / spin down): 0.2242 / 0.2242 hartree

Structure (XYZ):
```
87
Properties=species:S:1:pos:R:3:mulliken_charge:R:1
V -0.275 2.447 -1.321 0.2893
O 1.279 2.782 -2.761 -0.7188
O -4.616 -0.745 -3.919 -0.0694
O -3.244 1.936 -3.177 -0.6463
O 0.821 2.495 -4.837 -0.8150
O 0.172 3.062 3.427 -0.5582
O 3.412 -0.308 0.311 -0.6545
O -3.876 -1.079 0.419 -0.1086
O 3.702 -2.923 -0.162 -0.6772
O -0.310 -1.572 2.195 -0.5754
O -0.127 1.338 -3.306 -0.6606
O -2.490 2.132 -1.142 -0.6619
O -1.873 3.515 -2.524 -0.7334
O -0.118 3.603 -0.261 -0.5387
N -2.514 -1.654 -2.040 0.1242
C -3.856 -1.913 -4.157 -0.8117
C 1.241 4.760 4.570 -1.6027
C -3.249 -2.331 0.230 -0.8246
C -0.458 -1.058 3.511 0.7054
C 2.506 -4.855 -0.706 -1.7977
C 3.925 1.241 -1.469 -1.4294
C 0.943 1.938 -3.665 0.7593
C -2.134 -2.346 -0.792 0.4697
C 2.390 -3.336 -0.520 1.6548
C -3.318 -2.521 -2.866 -0.4751
C -5.151 -0.118 -5.044 -0.9146
C -2.797 2.669 -2.241 0.7891
C 1.832 -2.732 -1.815 -0.9053
C 5.140 1.290 0.679 -1.1850
C -1.470 0.055 3.654 -0.9344
C 2.489 3.472 2.701 -1.0679
C 4.432 0.421 -0.340 0.8735
C 1.186 4.051 3.238 0.8505
C 0.930 -0.710 4.025 -1.1342
C -4.770 -0.957 1.479 -0.9306
B 0.674 0.821 0.282 5.2063
H -4.936 0.088 1.740 0.2606
H -1.631 -1.399 -2.469 0.0361
H 1.570 -5.349 -0.980 0.3949
H 2.579 -1.988 -2.112 0.2017
H -5.862 -0.776 -5.574 0.3671
H 1.474 -0.108 3.290 0.0157
H -3.150 -1.685 -4.960 0.4400
H 4.430 1.957 1.177 -0.0359
H 3.246 -5.148 -1.453 0.3769
H 3.430 0.490 -2.096 0.1423
H -0.903 -1.871 4.097 0.2420
H -1.284 -1.890 -0.280 -0.4375
H -4.218 -2.788 -2.315 0.2038
H -5.682 0.753 -4.671 0.2005
H 1.115 1.142 1.291 -1.3949
H -4.362 0.083 -5.777 0.3203
H 0.001 -0.822 1.645 -0.7884
H 0.231 2.562 2.602 0.0224
H 0.948 -2.132 -1.598 -0.0458
H 2.709 0.366 0.382 -0.4815
H 2.882 2.835 3.498 0.3017
H 1.742 -3.331 -2.721 0.4023
H 2.186 5.314 4.622 0.3798
H -4.559 -2.699 -4.477 0.3251
H 1.316 1.097 -0.580 -0.7249
H -1.490 0.439 4.676 0.4608
H 0.855 0.099 4.760 0.4078
H 5.928 1.929 0.273 0.4406
H 4.727 1.694 -2.050 0.4721
H -2.453 -0.406 3.529 0.0411
H 0.768 4.711 2.470 0.2025
H -4.309 -1.383 2.380 0.3240
H 3.236 4.255 2.547 0.3653
H 1.742 -2.991 0.291 -0.3537
H 3.533 -2.013 0.159 0.4887
H 5.583 0.709 1.493 0.3463
H 2.327 2.975 1.744 -0.0470
H 1.184 4.138 5.463 0.3310
H 5.205 -0.244 -0.743 0.3488
H -4.058 -2.815 -0.344 0.2312
H -2.688 -3.336 -3.259 0.3350
H 0.484 5.541 4.670 0.3682
H 2.804 -5.410 0.190 0.3919
H -0.347 1.227 0.136 0.0710
H -3.057 -2.781 1.207 0.4342
H -1.848 -3.366 -1.081 0.2692
H 1.511 -1.604 4.243 0.2733
H 0.675 -0.322 0.328 -0.7252
H 3.100 1.932 -1.256 0.1583
H -1.355 0.856 2.926 0.0755
H -5.758 -1.402 1.313 0.2741
```

***

Molecular formula: C6H11N2OS2
Method: DFT, ωB97M-V/def2-TZVPD

Computed properties:
Total charge: +1
Orbital gap (spin up / spin down): 6.8 / 5.9 eV
LUMO (spin up / spin down): -0.2197 / -0.2344 hartree

Structure (XYZ):
```
22
Properties=species:S:1:pos:R:3:nbo_charge:R:1
S -1.746 0.791 0.543 1.3846
S 3.083 0.803 -0.312 0.4000
O -0.952 1.811 -0.068 -0.8960
N 0.703 -0.328 0.095 -0.4497
N 0.218 -2.499 -0.594 -0.7445
C 1.887 2.058 -0.848 -0.7751
C 1.968 -0.311 0.508 0.0576
C -3.600 1.034 0.144 -0.7382
C -0.156 -1.254 -0.218 0.3770
C -1.419 -0.801 -0.139 -0.4484
C 2.500 -1.210 1.409 -0.2246
H -3.658 2.076 0.340 0.2542
H -0.313 -3.247 -0.770 0.4106
H 1.825 -1.847 2.046 0.2286
H 1.242 -2.706 -0.576 0.4102
H 1.410 2.653 -0.019 0.2734
H -3.713 0.601 -0.877 0.2498
H -2.315 -1.529 -0.180 0.2468
H 1.231 1.587 -1.701 0.2598
H 2.462 2.877 -1.281 0.2542
H -4.203 0.509 0.818 0.2394
H 3.545 -1.069 1.680 0.2304
```

***

Molecular formula: C2H3LaLiO2
Method: DFT, ωB97M-V/def2-TZVPD

Computed properties:
Total charge: +1
Orbital gap (spin up / spin down): 4.7 / 6.2 eV
LUMO (spin up / spin down): -0.1841 / -0.1575 hartree

Structure (XYZ):
```
9
Properties=species:S:1:pos:R:3:mulliken_charge:R:1
La 4.769 4.079 0.819 1.2632
O 4.885 1.714 0.727 -0.8814
O 3.117 3.220 -0.455 -0.6548
C 3.649 1.157 0.556 -0.3451
C 2.775 1.961 -0.111 0.1078
Li 6.032 1.984 -0.814 0.7165
H 2.902 0.000 1.714 0.1408
H 3.512 -0.162 0.154 0.2731
H 1.897 1.530 -0.606 0.3800
```

***

Molecular formula: C2H3FHgO
Method: DFT, ωB97M-V/def2-TZVPD

Computed properties:
Total charge: +1
Orbital gap (spin up / spin down): 8.2 / 7.0 eV
Spin multiplicity: 2
LUMO (spin up / spin down): -0.2278 / -0.2864 hartree

Structure (XYZ):
```
8
Properties=species:S:1:pos:R:3:nbo_charge:R:1
Hg -1.186 -0.033 -2.227 0.9009
F -1.298 -0.787 -0.027 -0.3785
O 0.725 0.338 -0.962 -0.7677
C 0.343 0.747 0.251 0.1190
C -0.240 -0.400 0.789 0.0833
H -0.511 -0.443 1.843 0.2192
H 1.065 1.303 0.856 0.2309
H 1.101 -0.723 -0.523 0.5930
```

***

Energy relative to the best compared isomer or geometry (same formula, charge and spin), respectively: 163.8 335.6 405.0 135.9 kJ/mol.